Record 1
{"formula": "C27H23CoN3O7", "method": "ωB97M-V with the def2-TZVPD basis set", "orbital_gap_ev": [6.90, 5.09], "total_charge": 1, "spin_multiplicity": 5, "species": ["Co", "C", "O", "C", "C", "C", "C", "C", "C", "N", "N", "C", "C", "O", "C", "C", "C", "C", "C", "C", "C", "C", "H", "H", "H", "H", "H", "H", "H", "H", "H", "H", "H", "H", "H", "O", "C", "C", "C", "C", "C", "C", "C", "O", "N", "O", "O", "H", "H", "H", "H", "C", "C", "C", "O", "H", "H", "H", "H", "H", "H"], "coordinates": [[1.183849, 0.706665, -0.460333], [2.656918, 3.491934, -1.214027], [1.590404, 2.558359, -1.520313], [0.426671, 3.149152, -1.975553], [0.419715, 4.032242, -3.043267], [-0.779127, 4.592431, -3.449119], [-1.970772, 4.269146, -2.804262], [-1.970817, 3.369027, -1.764258], [-0.767057, 2.796081, -1.334450], [-0.671033, 1.818976, -0.341605], [-1.781755, 1.490682, 0.183044], [-1.869882, 0.511485, 1.103303], [-0.726810, -0.217719, 1.666628], [0.453389, -0.000084, 1.326274], [-0.990134, -1.215717, 2.675197], [-2.244339, -1.495022, 3.072492], [-3.388403, -0.796015, 2.543210], [-4.671667, -1.099499, 2.992208], [-5.768278, -0.421419, 2.489133], [-5.590762, 0.570433, 1.526983], [-4.328790, 0.883514, 1.070398], [-3.198290, 0.208389, 1.566522], [2.825892, 4.150786, -2.060836], [3.535701, 2.892394, -1.019373], [2.384055, 4.067956, -0.329903], [1.336640, 4.269509, -3.563351], [-0.787277, 5.281304, -4.282573], [-2.899376, 4.712911, -3.134657], [-2.888659, 3.086582, -1.272681], [-0.124665, -1.734608, 3.064656], [-2.425833, -2.264666, 3.812671], [-4.804280, -1.869876, 3.740692], [-6.760945, -0.662431, 2.843879], [-6.448415, 1.098848, 1.134071], [-4.196422, 1.652395, 0.325165], [-0.048291, -0.123279, -1.969161], [-0.290549, -1.337242, -2.017440], [0.470369, -2.387739, -1.419967], [-0.039376, -3.694042, -1.511223], [0.681662, -4.740465, -1.004898], [1.949388, -4.539314, -0.432182], [2.470502, -3.279431, -0.353003], [1.747778, -2.143728, -0.820341], [2.260040, -0.973061, -0.707758], [0.131418, -6.095228, -1.077536], [-0.995348, -6.220288, -1.527307], [0.828676, -7.005812, -0.669692], [-1.174411, -1.653505, -2.591191], [-0.997994, -3.879769, -1.976685], [2.496493, -5.396444, -0.067118], [3.451863, -3.112140, 0.070411], [5.266724, 0.789500, 0.871840], [3.815922, 0.609709, 1.177394], [3.430047, -0.406866, 2.203224], [2.979327, 1.272422, 0.574356], [5.870462, 0.787256, 1.777712], [5.438951, 1.690290, 0.288822], [5.572340, -0.078732, 0.279018], [4.294825, -0.826778, 2.709164], [2.870375, -1.196132, 1.701211], [2.759387, 0.056669, 2.926371]], "forces_ev_per_a": [[0.0, -0.2, -0.2], [0.0, 0.0, -0.1], [-0.1, 0.0, -0.1], [0.1, 0.0, 0.0], [0.1, -0.1, 0.1], [0.0, 0.0, 0.0], [-0.1, 0.0, 0.0], [0.0, 0.0, 0.0], [-0.1, 0.0, 0.0], [0.3, 0.0, 0.1], [-0.3, 0.3, -0.2], [0.0, 0.0, 0.0], [0.3, 0.0, 0.1], [-0.2, -0.1, 0.0], [-0.1, -0.2, 0.1], [0.3, 0.0, 0.0], [-0.1, 0.0, 0.0], [0.1, 0.0, -0.1], [0.0, 0.0, 0.0], [0.0, 0.0, 0.0], [0.0, 0.0, 0.0], [0.0, 0.0, 0.0], [0.0, 0.0, 0.0], [0.0, 0.0, 0.0], [0.0, 0.0, 0.0], [0.0, 0.0, 0.0], [0.0, 0.0, 0.0], [0.0, 0.0, 0.0], [0.0, 0.0, 0.0], [0.0, 0.0, 0.0], [0.0, 0.0, 0.0], [0.0, 0.0, 0.0], [0.0, 0.0, 0.0], [0.0, 0.0, 0.0], [0.0, 0.0, 0.0], [0.0, 0.1, 0.2], [0.0, -0.1, -0.1], [0.0, 0.0, 0.0], [0.1, -0.1, 0.1], [-0.1, 0.1, -0.1], [0.0, 0.0, 0.0], [0.0, 0.0, 0.0], [0.0, 0.0, -0.1], [0.0, 0.1, 0.1], [-0.1, -0.1, 0.0], [0.3, 0.0, 0.1], [-0.2, 0.2, -0.1], [0.0, 0.0, 0.0], [0.0, 0.0, 0.0], [0.0, 0.0, 0.0], [0.0, 0.0, 0.0], [0.0, 0.0, 0.0], [0.0, 0.0, 0.0], [0.0, 0.0, 0.0], [0.0, 0.0, 0.0], [0.0, 0.0, 0.0], [0.0, 0.0, 0.0], [0.0, 0.0, 0.0], [0.0, 0.0, 0.0], [0.0, 0.0, 0.0], [0.0, 0.0, 0.0]]}

=====

Record 2
{"formula": "C25H49Br20NO", "method": "ωB97M-V with the def2-TZVPD basis set", "orbital_gap_ev": 9.34, "total_charge": 0, "species": ["C", "C", "C", "C", "N", "O", "C", "H", "H", "H", "H", "H", "H", "H", "H", "H", "Br", "C", "C", "Br", "H", "H", "H", "H", "Br", "C", "C", "Br", "H", "H", "H", "H", "Br", "C", "C", "Br", "H", "H", "H", "H", "Br", "C", "C", "Br", "H", "H", "H", "H", "Br", "C", "C", "Br", "H", "H", "H", "H", "Br", "C", "C", "Br", "H", "H", "H", "H", "Br", "C", "C", "Br", "H", "H", "H", "H", "Br", "C", "C", "Br", "H", "H", "H", "H", "Br", "C", "C", "Br", "H", "H", "H", "H", "Br", "C", "C", "Br", "H", "H", "H", "H"], "coordinates": [[2.453289, 0.511721, -0.878074], [1.989560, -0.546419, -1.224678], [1.524268, -1.947365, -1.587446], [2.020516, -2.887824, -0.445344], [3.366504, -3.463831, -0.746616], [0.141373, -2.012628, -1.861032], [-0.658617, -2.060343, -0.683101], [2.884802, 1.308593, -0.322792], [2.033689, -2.277338, -2.514566], [2.164817, -2.271908, 0.472030], [1.364518, -3.746520, -0.233835], [4.009138, -3.213152, 0.003948], [3.749329, -2.996353, -1.567435], [-1.678010, -1.701790, -0.910756], [-0.270275, -1.448859, 0.148053], [-0.783237, -3.129151, -0.408594], [6.165541, -5.050166, 2.690995], [4.405621, -5.744520, 3.150388], [3.336901, -5.155516, 2.268939], [2.907246, -3.329187, 2.796754], [4.250407, -5.541972, 4.206219], [4.475753, -6.820487, 2.997117], [2.405021, -5.708874, 2.376056], [3.616668, -5.124181, 1.218347], [-1.585084, 5.199034, -0.060385], [-0.070453, 4.811977, -1.223181], [0.180635, 3.334615, -1.391261], [1.049355, 2.562712, 0.171223], [0.781059, 5.340599, -0.801464], [-0.335424, 5.259318, -2.180409], [0.878202, 3.165837, -2.210624], [-0.722592, 2.755352, -1.562626], [2.897014, 2.766992, -4.156359], [2.118319, 1.770144, -5.635902], [0.624909, 1.951242, -5.694203], [-0.266118, 0.893377, -4.323079], [2.417555, 0.733434, -5.510930], [2.589446, 2.175296, -6.530266], [0.232616, 1.582787, -6.640769], [0.314486, 2.982755, -5.553089], [-4.259847, -2.079413, 2.579809], [-5.000623, -0.356203, 2.053223], [-4.496429, 0.065422, 0.699912], [-2.668118, 0.722752, 0.800543], [-4.753446, 0.349249, 2.841819], [-6.079230, -0.506123, 2.028327], [-5.080237, 0.901785, 0.318751], [-4.504982, -0.740625, -0.029072], [-2.150974, 3.434309, 3.204361], [-2.158440, 4.885197, 4.502152], [-0.901981, 5.712014, 4.408340], [0.611306, 4.799816, 5.228113], [-2.302123, 4.435503, 5.480467], [-3.031001, 5.486770, 4.251064], [-1.012829, 6.639380, 4.968433], [-0.616152, 5.941813, 3.384700], [3.642690, 7.283976, -1.483461], [4.315157, 6.979340, 0.319626], [3.383365, 6.095209, 1.101841], [1.812726, 7.079111, 1.696679], [4.462284, 7.954747, 0.774479], [5.281778, 6.496134, 0.185305], [3.862547, 5.744383, 2.014575], [3.026602, 5.239794, 0.533214], [-8.727766, -6.192817, 1.033524], [-7.478519, -5.075362, 2.025376], [-8.042786, -3.701427, 2.267530], [-7.959698, -2.605964, 0.659751], [-6.548931, -5.062579, 1.463659], [-7.321269, -5.594799, 2.969336], [-7.444272, -3.169529, 3.005951], [-9.080801, -3.715116, 2.587564], [8.011784, -6.772449, -0.290542], [9.048592, -5.200839, -0.783651], [10.269080, -5.050831, 0.085937], [9.817809, -4.357547, 1.850007], [8.377877, -4.347872, -0.729733], [9.337912, -5.367034, -1.820246], [10.951385, -4.316252, -0.338978], [10.798556, -5.986550, 0.240430], [-11.181131, -8.942925, -0.011990], [-9.664769, -9.302004, -1.179627], [-9.446981, -10.780882, -1.361236], [-8.604688, -11.573934, 0.204563], [-8.806827, -8.792471, -0.749312], [-9.921496, -8.834718, -2.129184], [-8.755062, -10.966046, -2.181292], [-10.368196, -11.328955, -1.536721], [0.154065, 9.932834, -1.514839], [1.257239, 11.406150, -2.145362], [2.503138, 11.552596, -1.312180], [2.119433, 12.390927, 0.402790], [0.632176, 12.294423, -2.142642], [1.513980, 11.150220, -3.172301], [3.213232, 12.217493, -1.801515], [2.986174, 10.602511, -1.099488]], "forces_ev_per_a": [[0.7, -1.5, 0.0], [-0.1, -0.8, -0.5], [0.6, 0.4, 0.2], [1.0, 0.2, 0.6], [-0.1, 0.6, -0.2], [0.0, 0.2, 0.3], [-0.8, -0.6, -0.1], [0.4, -0.3, -0.7], [-0.4, 0.3, 0.3], [-0.7, -0.6, -0.7], [-0.2, 0.6, -0.3], [-0.2, -0.1, -0.1], [0.0, -0.2, 0.1], [0.6, 0.1, -0.2], [0.0, -0.3, -0.3], [0.2, 0.6, 0.3], [0.0, 0.0, 0.1], [0.2, -0.1, -0.1], [-0.2, 0.0, 0.1], [0.1, -0.1, 0.2], [-0.1, 0.0, -0.1], [-0.1, 0.0, 0.0], [0.0, 0.0, 0.0], [0.0, 0.0, 0.0], [0.1, -0.1, 0.0], [-0.2, 0.1, -0.1], [0.2, 0.1, 0.0], [-1.5, 1.5, 0.8], [0.0, 0.0, 0.0], [0.1, -0.1, 0.0], [-0.1, 0.0, 0.0], [0.0, 0.1, 0.0], [0.1, -0.1, 0.0], [0.1, 0.3, 0.0], [-0.2, -0.3, 0.0], [0.0, 0.1, 0.0], [-0.1, 0.0, 0.0], [-0.1, 0.0, 0.0], [0.1, 0.0, 0.0], [0.1, 0.0, 0.0], [0.0, 0.0, 0.1], [-0.2, -0.2, 0.0], [0.1, 0.3, 0.0], [0.1, 0.0, -0.1], [0.1, 0.0, -0.1], [0.0, 0.0, -0.1], [0.0, 0.0, 0.1], [0.0, 0.0, 0.1], [-0.1, -0.1, 0.2], [-0.1, -0.1, -0.3], [0.1, 0.1, 0.2], [0.0, 0.0, -0.1], [0.1, 0.1, 0.0], [0.1, 0.0, 0.0], [0.0, 0.0, 0.0], [-0.1, -0.1, 0.0], [0.0, 0.1, 0.0], [0.1, -0.1, -0.2], [-0.1, 0.1, 0.3], [0.0, -0.1, -0.1], [-0.1, 0.0, 0.0], [-0.1, 0.0, 0.0], [0.0, 0.0, 0.0], [0.0, 0.0, 0.0], [0.0, 0.0, 0.0], [-0.1, -0.2, 0.1], [0.2, 0.2, 0.0], [-0.1, 0.0, 0.0], [0.0, 0.1, 0.0], [0.0, 0.1, 0.0], [0.0, -0.1, 0.0], [0.0, -0.1, -0.1], [0.0, 0.1, 0.0], [0.0, -0.3, -0.1], [0.0, 0.3, 0.1], [0.0, -0.1, 0.0], [0.1, 0.0, 0.1], [0.1, 0.0, 0.0], [0.0, 0.0, 0.0], [-0.1, 0.0, 0.0], [0.1, 0.0, 0.0], [-0.3, 0.1, -0.1], [0.3, -0.1, 0.0], [-0.1, 0.0, 0.0], [0.0, -0.1, 0.0], [0.0, -0.1, 0.0], [0.0, 0.1, 0.0], [0.0, 0.1, 0.0], [0.0, 0.0, 0.0], [0.0, -0.3, -0.1], [0.1, 0.3, 0.1], [0.0, -0.1, 0.0], [0.1, 0.0, 0.1], [0.1, 0.0, 0.0], [-0.1, 0.0, 0.0], [-0.1, 0.0, -0.1]]}

=====

Record 3
{"formula": "C4H11NO", "method": "ωB97M-V with the def2-TZVPD basis set", "orbital_gap_ev": 8.19, "total_charge": 0, "species": ["C", "C", "C", "N", "C", "H", "H", "H", "H", "H", "H", "H", "H", "H", "H", "H", "O"], "coordinates": [[-2.215436, -0.949518, -1.125166], [-1.215112, -0.202595, -0.286012], [-1.169750, 1.134465, -0.513312], [0.007781, 1.818675, -0.137197], [1.296750, 1.280106, 0.337339], [-2.957171, -0.233194, -1.472016], [-1.717001, -1.266702, -1.996266], [-2.718478, -1.838176, -0.682817], [-0.541421, -0.950073, 0.134631], [-1.898789, 1.610993, -1.251255], [-0.050939, 2.742670, -0.614833], [1.671714, 0.407343, -0.231615], [2.038820, 2.142005, 0.405267], [1.087000, 0.943818, 1.416966], [2.618348, -3.324476, 1.729136], [1.649683, -2.275924, 1.273498], [2.573131, -2.282969, 1.471573]], "forces_ev_per_a": [[-1.2, 0.1, 0.9], [-1.8, -0.2, -1.3], [2.7, -2.2, 0.3], [-1.4, 2.7, -1.6], [-1.1, 0.6, 1.6], [-0.4, -0.2, 0.0], [0.6, -0.8, -1.3], [0.3, 0.7, 0.0], [0.6, 1.2, 0.5], [1.1, -0.4, 1.5], [1.1, -1.1, 1.0], [-0.1, 0.5, 0.0], [-0.9, -1.3, -0.3], [0.7, 0.2, -1.4], [0.4, 3.8, -0.8], [-1.2, 0.6, -0.4], [0.8, -4.3, 1.2]]}

=====

Record 4
{"formula": "C16H38FO8P", "method": "ωB97M-V with the def2-TZVPD basis set", "orbital_gap_ev": 9.83, "total_charge": 0, "species": ["C", "C", "F", "P", "C", "C", "O", "O", "H", "H", "H", "H", "H", "H", "H", "H", "C", "O", "C", "C", "O", "C", "H", "H", "H", "H", "H", "H", "H", "H", "H", "H", "C", "O", "C", "C", "O", "C", "H", "H", "H", "H", "H", "H", "H", "H", "H", "H", "C", "O", "C", "C", "O", "C", "H", "H", "H", "H", "H", "H", "H", "H", "H", "H"], "coordinates": [[-1.165792, 0.028351, 0.754165], [-1.374343, -1.366995, 0.207432], [-0.200836, -2.113554, 0.477274], [-1.698309, -1.597951, -1.619769], [-1.498836, 0.108206, -2.324680], [-0.179169, 0.380738, -2.998088], [0.417563, 1.419240, -2.928049], [0.258256, -0.658959, -3.730308], [-1.094119, 0.008093, 1.842939], [-0.234736, 0.451206, 0.360764], [-1.990849, 0.690376, 0.479614], [-2.185593, -1.872990, 0.743279], [-3.105866, -1.553192, -1.529326], [-2.292576, 0.230492, -3.074634], [-1.638147, 0.892491, -1.581874], [1.152152, -0.439023, -4.041824], [2.173287, 0.680960, 5.410535], [1.159479, 0.654797, 6.401282], [-0.024200, 1.331761, 6.023791], [-1.112179, 0.367291, 5.600408], [-0.781299, -0.332134, 4.411543], [-0.318921, -1.652532, 4.633235], [2.948661, -0.014957, 5.725976], [1.794534, 0.369696, 4.434339], [2.613895, 1.678926, 5.316294], [0.180546, 2.037554, 5.211129], [-0.376480, 1.901698, 6.888409], [-2.032955, 0.927429, 5.411937], [-1.305777, -0.342507, 6.411467], [-1.124771, -2.293819, 5.007003], [0.510371, -1.675460, 5.344624], [0.021194, -2.041575, 3.673475], [-2.609937, 2.432863, -4.765112], [-3.290336, 1.224457, -5.063317], [-4.700792, 1.360008, -5.122749], [-5.200867, 1.420754, -6.549308], [-4.761324, 2.591875, -7.212662], [-3.672547, 2.378107, -8.090265], [-1.545981, 2.241319, -4.892114], [-2.917683, 3.243153, -5.429560], [-2.791004, 2.729960, -3.726085], [-5.019357, 2.258702, -4.583775], [-5.143591, 0.490473, -4.627105], [-6.294990, 1.429445, -6.541764], [-4.871835, 0.527372, -7.090959], [-3.978141, 1.785039, -8.959104], [-2.843385, 1.871290, -7.589771], [-3.340775, 3.356559, -8.432783], [6.111732, -1.854523, 0.564078], [5.593130, -2.811927, 1.465937], [5.652864, -2.412250, 2.823026], [4.312976, -1.919025, 3.320962], [3.924373, -0.721223, 2.672590], [2.914108, -0.894376, 1.695889], [5.888854, -2.208158, -0.441049], [5.653726, -0.872876, 0.710497], [7.198064, -1.759184, 0.671633], [6.404726, -1.627117, 2.958807], [5.957041, -3.280271, 3.415691], [4.384619, -1.716232, 4.394957], [3.556920, -2.697368, 3.172167], [1.953591, -1.144067, 2.160168], [3.172372, -1.679122, 0.980021], [2.809261, 0.052688, 1.168700]], "forces_ev_per_a": [[0.1, 0.0, 0.0], [0.1, -0.1, 0.1], [-0.1, 0.1, 0.1], [0.0, -0.1, -0.1], [-0.1, 0.2, 0.0], [-0.3, -0.2, -0.1], [0.2, 0.2, 0.1], [0.2, -0.1, 0.0], [0.0, -0.1, 0.0], [-0.2, 0.0, 0.0], [0.0, -0.1, 0.1], [0.1, 0.0, -0.1], [-0.1, 0.1, 0.1], [0.2, -0.1, 0.0], [0.0, 0.0, -0.1], [-0.2, 0.1, -0.1], [0.0, -0.1, 0.0], [0.0, 0.0, 0.0], [0.0, 0.0, 0.0], [0.0, 0.0, 0.0], [0.0, 0.0, 0.0], [0.0, 0.0, 0.0], [0.0, 0.0, 0.0], [0.0, 0.0, 0.0], [0.0, 0.0, 0.0], [0.0, 0.0, 0.0], [0.0, 0.0, 0.0], [0.0, 0.0, 0.0], [0.0, 0.0, 0.0], [0.0, 0.0, 0.0], [0.0, 0.0, 0.0], [0.0, 0.0, 0.0], [0.0, -0.1, 0.0], [0.0, 0.0, 0.0], [0.0, 0.0, 0.0], [0.0, 0.0, 0.0], [0.0, 0.0, 0.0], [0.0, 0.0, 0.0], [0.0, 0.0, 0.0], [0.0, 0.0, 0.0], [0.0, 0.1, 0.0], [0.0, 0.0, 0.0], [0.0, 0.0, 0.0], [0.0, 0.0, 0.0], [0.0, 0.0, 0.0], [0.0, 0.0, 0.0], [0.0, 0.0, 0.0], [0.0, 0.0, 0.0], [0.0, 0.0, 0.0], [0.0, 0.0, 0.0], [0.0, 0.0, 0.0], [-0.1, 0.0, 0.0], [0.0, 0.1, 0.0], [-0.1, 0.0, 0.0], [0.0, 0.0, 0.0], [0.0, 0.0, 0.0], [0.0, 0.0, 0.0], [0.0, 0.0, 0.0], [0.0, 0.0, 0.0], [0.0, 0.0, 0.0], [0.0, 0.0, 0.0], [0.0, 0.0, 0.0], [0.0, 0.0, 0.0], [0.0, 0.0, 0.0]]}

=====

| no. | total energy (eV) |
| --- | --- |
| 1 | -84793.2717 |
| 2 | -1431105.0106 |
| 3 | -7861.8335 |
| 4 | -45590.8221 |